DFT (ωB97M-V/def2-TZVPD) results for 5 unconnected molecules or ions with the total composition C19H33Br2NO3 in a non-equilibrium geometry.

Values from the calculation:
HOMO-LUMO gap (spin up / spin down)   9.41 / 3.06 eV
Multiplicity   2
Molecular weight   483.3 g mol⁻¹
Lowest unoccupied orbital energy (spin up / spin down)   -2.61 / -8.96 eV
⟨S²⟩   0.754
Total charge   +1

Last column: Löwdin charge in e.
Atoms and positions in Å:
Br -6.3826 5.4794 0.8379  0.611
C -4.5460 4.8046 1.1968  -0.635
C -3.6678 4.8127 -0.1336  -0.585
Br -1.6561 5.0669 0.0777  0.603
H -4.6304 3.7665 1.5181  0.027
H -4.0726 5.4952 1.8948  0.044
H -4.0690 5.5850 -0.7899  0.032
H -3.7645 3.8686 -0.6697  0.042
N -3.2276 0.9471 5.0217  0.063
C -3.3691 0.0834 3.9754  -0.143
C -3.2729 0.5106 2.6366  -0.077
C -2.8186 1.8148 2.3617  -0.087
C -2.5818 2.6853 3.4417  -0.076
C -2.8533 2.2179 4.7111  -0.143
H -3.5117 -0.9527 4.2449  0.097
H -3.4125 -0.1993 1.8347  0.094
H -2.5669 2.0992 1.3507  0.069
H -2.3587 3.7401 3.3788  0.097
H -2.7000 2.8884 5.5437  0.105
C -0.2709 0.0148 -1.5088  -0.168
C -0.6254 1.2528 -0.7066  -0.200
C 0.2155 2.3662 -1.2056  -0.245
O 1.4387 1.6692 -1.3076  -0.108
C 1.1268 0.3837 -1.9177  -0.183
H -0.9043 -0.1397 -2.3824  0.118
H -0.3141 -0.9208 -0.9513  0.095
H -0.3869 1.0692 0.3410  0.097
H -1.7111 1.3306 -0.7651  0.110
H 0.2260 3.1757 -0.4757  0.047
H -0.0643 2.9144 -2.1052  0.128
H 1.7682 -0.3744 -1.4684  0.103
H 1.2786 0.2940 -2.9933  0.120
C 4.3206 -2.7999 -5.0742  -0.202
C 4.6736 -4.1329 -4.4939  -0.182
C 3.5487 -4.3873 -3.5419  -0.216
O 3.3094 -3.0963 -2.9958  -0.135
C 3.6003 -2.0790 -3.9808  -0.204
H 3.6386 -2.9233 -5.9154  0.111
H 5.0398 -2.1900 -5.6208  0.122
H 5.6602 -4.0532 -4.0373  0.119
H 4.8398 -4.9115 -5.2383  0.120
H 3.9518 -5.0528 -2.7786  0.116
H 2.7272 -4.9812 -3.9424  0.121
H 4.2658 -1.3026 -3.6034  0.120
H 2.7627 -1.5899 -4.4781  0.111
C -0.1387 -1.7023 2.6446  -0.124
C 0.7602 -2.9286 2.3987  -0.115
C 1.8594 -2.2845 1.4929  -0.009
O 1.8467 -0.8495 1.9014  0.141
C 0.9499 -0.6451 2.9369  -0.104
H -0.8197 -1.9142 3.4688  0.128
H -0.7851 -1.4019 1.8200  0.118
H 0.1646 -3.6468 1.8352  0.129
H 1.1434 -3.4484 3.2767  0.131
H 1.6708 -2.3162 0.4198  0.152
H 2.8398 -2.6614 1.7842  0.160
H 0.4576 0.3194 2.8122  0.151
H 1.3979 -0.7697 3.9228  0.188